Entry 1:
Computed, not measured: C50H31N8OSiTl as an isolated structure, with ωB97M-V/def2-TZVPD.

Atoms and positions in Å:
Tl1 1.1077 -0.1905 0.7548
C1 -3.3219 2.5709 4.7636
C2 -2.6082 3.7417 4.5036
C3 -1.3961 3.7018 3.8205
C4 -0.9199 2.4686 3.4155
C5 0.3077 2.0899 2.6603
N1 1.1586 2.9405 2.2116
C6 2.2777 2.6328 1.4419
C7 3.3040 3.5205 1.0730
C8 3.5541 4.8827 1.3505
C9 4.6816 5.4722 0.8445
C10 5.6053 4.7296 0.0486
C11 5.3879 3.4090 -0.2396
C12 4.2265 2.7759 0.2584
C13 3.7178 1.4702 0.1575
N2 4.3322 0.3977 -0.4872
C14 3.9000 -0.8114 -0.5108
N3 2.7443 -1.3589 0.0207
C15 2.7032 -2.7362 -0.1053
N4 1.8472 -3.5860 0.3372
C16 0.7426 -3.2824 1.1330
N5 0.4394 -2.0615 1.6573
C17 -0.6872 -2.1141 2.4223
N6 -1.3152 -1.0374 3.0414
C18 -0.8752 0.1692 3.0667
N7 0.2974 0.7053 2.5593
C19 -1.6345 1.3020 3.6671
C20 -2.8422 1.3335 4.3410
C21 -1.1439 -3.4445 2.4109
C22 -2.2566 -4.0923 2.9909
C23 -2.4453 -5.4299 2.7615
C24 -1.5319 -6.1734 1.9541
C25 -0.4439 -5.5718 1.3797
C26 -0.2304 -4.1905 1.5865
C27 3.9249 -3.1132 -0.8725
C28 4.3850 -4.3439 -1.3031
C29 5.5901 -4.3852 -1.9986
C30 6.3147 -3.2191 -2.2448
C31 5.8503 -1.9839 -1.8012
C32 4.6482 -1.9491 -1.1184
N8 2.5607 1.4256 0.8787
H1 -4.2652 2.6295 5.2944
H2 -3.0088 4.6933 4.8337
H3 -0.8335 4.5995 3.5942
H4 2.8500 5.4415 1.9576
H5 4.8830 6.5182 1.0478
H6 6.4914 5.2266 -0.3323
H7 6.0884 2.8441 -0.8444
H8 -3.3894 0.4156 4.5182
H9 -2.9525 -3.5217 3.5967
H10 -3.3016 -5.9370 3.1927
H11 -1.7110 -7.2315 1.7932
H12 0.2457 -6.1357 0.7611
H13 3.8124 -5.2400 -1.0984
H14 5.9731 -5.3354 -2.3526
H15 7.2519 -3.2787 -2.7869
H16 6.3991 -1.0664 -1.9753
O1 -0.4901 0.1178 -0.6154
Si1 -1.6905 0.4195 -1.5953
C33 -2.7965 -1.1125 -1.6371
C34 -2.4798 -2.1784 -0.7879
C35 -3.2494 -3.3376 -0.7596
C36 -4.3584 -3.4459 -1.5883
C37 -4.6921 -2.3997 -2.4423
C38 -3.9158 -1.2478 -2.4639
C39 -1.1857 0.7876 -3.3768
C40 -1.9660 1.4770 -4.3089
C41 -1.5343 1.6636 -5.6178
C42 -0.3044 1.1615 -6.0218
C43 0.4879 0.4712 -5.1126
C44 0.0490 0.2888 -3.8078
C45 -2.6394 1.8851 -0.8673
C46 -3.2291 1.6666 0.3855
C47 -3.7833 2.7055 1.1196
C48 -3.7713 3.9979 0.6052
C49 -3.1940 4.2400 -0.6331
C50 -2.6280 3.1931 -1.3552
H17 -1.6157 -2.1042 -0.1396
H18 -2.9742 -4.1430 -0.0877
H19 -4.9619 -4.3466 -1.5715
H20 -5.5561 -2.4849 -3.0927
H21 -4.1865 -0.4419 -3.1422
H22 -2.9331 1.8687 -4.0151
H23 -2.1578 2.2046 -6.3208
H24 0.0369 1.3094 -7.0400
H25 1.4515 0.0802 -5.4170
H26 0.6801 -0.2388 -3.0983
H27 -3.2224 0.6658 0.8120
H28 -4.1928 2.5148 2.1047
H29 -4.1894 4.8147 1.1828
H30 -3.1587 5.2490 -1.0286
H31 -2.1380 3.4121 -2.2960

Forces on the atoms, in the same order (eV/Å):
Tl -0.3 0.2 -0.2
C 0.0 -0.1 0.0
C 0.0 0.0 0.0
C 0.0 0.0 0.0
C 0.1 0.0 -0.1
C -0.1 -0.1 0.1
N 0.1 0.1 0.0
C -0.1 -0.2 0.0
C 0.1 0.0 -0.1
C 0.0 0.0 0.0
C 0.0 -0.1 0.0
C -0.1 0.0 0.0
C 0.0 0.0 0.0
C 0.0 0.2 0.1
C -0.1 -0.2 0.0
N 0.0 0.1 0.0
C 0.0 -0.2 0.0
N 0.2 -0.1 0.1
C 0.1 0.0 -0.1
N -0.1 -0.1 0.0
C 0.1 0.1 -0.1
N 0.0 -0.1 0.2
C 0.1 0.1 -0.1
N -0.1 -0.2 0.0
C 0.0 0.3 0.1
N 0.0 0.0 0.0
C 0.0 -0.1 0.0
C 0.0 0.1 0.0
C 0.0 -0.1 -0.1
C 0.0 0.0 0.0
C 0.1 0.0 0.0
C 0.0 0.0 0.0
C 0.0 0.0 0.0
C -0.1 -0.1 0.1
C -0.2 0.0 0.1
C 0.1 0.0 0.0
C -0.1 0.0 0.0
C 0.0 0.1 0.0
C 0.0 -0.1 0.0
C 0.0 0.2 0.0
N 0.1 0.1 0.0
H 0.0 0.0 0.0
H 0.0 0.0 0.0
H 0.0 0.0 0.0
H 0.0 0.0 0.0
H 0.0 0.0 0.0
H 0.0 0.0 0.0
H 0.0 0.0 0.0
H 0.0 0.0 0.0
H 0.0 0.0 0.0
H 0.0 0.0 0.0
H 0.0 0.0 0.0
H 0.0 0.0 0.0
H 0.0 0.0 0.0
H 0.0 0.0 0.0
H 0.0 0.0 0.0
H 0.0 0.0 0.0
O 0.4 -0.1 -0.3
Si -0.3 0.1 0.3
C -0.1 0.0 0.0
C -0.1 0.0 -0.1
C 0.0 0.1 0.0
C 0.0 0.0 0.0
C 0.1 0.0 0.0
C 0.0 0.0 0.0
C 0.2 0.0 0.0
C 0.0 -0.1 0.0
C 0.0 0.0 0.1
C 0.0 0.0 0.0
C 0.0 0.0 0.0
C 0.0 0.1 0.0
C -0.1 0.0 0.0
C 0.0 0.0 0.0
C 0.0 0.0 -0.1
C 0.0 -0.1 0.0
C 0.0 -0.1 0.0
C 0.0 0.0 0.1
H 0.0 0.0 0.0
H 0.0 0.0 0.0
H 0.0 0.0 0.0
H 0.0 0.0 0.0
H 0.0 0.0 0.0
H 0.0 0.0 0.0
H 0.0 0.0 0.0
H 0.0 0.0 0.0
H 0.0 0.0 0.0
H 0.0 0.0 0.0
H 0.0 0.0 0.0
H 0.0 0.0 0.0
H 0.0 0.0 0.0
H 0.0 0.0 0.0
H 0.0 0.0 -0.1

Computed properties:
- charge = -2
- energy above the lowest of the compared OMol25 structures with the same formula, charge and spin (kJ/mol) = 0.0
- orbital gap (Eh) = 0.1791
- HOMO energy (eV) = -0.6
- molar mass (u) = 992.322

Löwdin atomic charge list, values in e, 5 entries: Tl 1.031; C -0.119; C -0.110; C -0.024; C -0.100

Entry 2:
Computed, not measured: C50H33Cl5CsGeNO3PS2 as an isolated structure in a non-equilibrium geometry, with ωB97M-V/def2-TZVPD.

Atoms and positions in Å:
Cs1 -1.1252 1.9305 -1.3094
O1 -0.1762 2.1880 2.8254
C1 -0.6754 1.2463 3.2460
C2 -1.2191 0.0974 3.7352
C3 -1.0222 -0.2055 5.1300
C4 -1.6936 -1.2446 5.7042
C5 -2.5789 -2.0395 4.9550
C6 -2.7285 -1.7928 3.5916
C7 -2.0797 -0.7603 2.9412
P1 -2.1029 -0.5971 1.1017
C8 -3.8591 -0.8827 0.6533
C9 -4.1027 -1.2180 -0.6831
C10 -5.4011 -1.3561 -1.1495
C11 -6.4758 -1.1541 -0.2932
C12 -6.2431 -0.8083 1.0307
C13 -4.9429 -0.6691 1.5005
C14 -1.3882 -2.2684 0.7564
C15 -2.1149 -3.4561 0.7086
C16 -1.4618 -4.6709 0.5572
C17 -0.0774 -4.7168 0.4476
C18 0.6540 -3.5399 0.4903
C19 -0.0012 -2.3253 0.6422
H1 -0.3245 0.3947 5.7009
H2 -1.5279 -1.4657 6.7519
H3 -3.1113 -2.8574 5.4235
H4 -3.3587 -2.4513 3.0053
H5 -3.2691 -1.3865 -1.3606
H6 -5.5661 -1.6172 -2.1879
H7 -7.4924 -1.2547 -0.6557
H8 -7.0784 -0.6395 1.7006
H9 -4.7719 -0.3821 2.5302
H10 -3.1951 -3.4451 0.7813
H11 -2.0423 -5.5861 0.5072
H12 0.4239 -5.6677 0.3075
H13 1.7326 -3.5541 0.3855
H14 0.5693 -1.4037 0.6684
C20 4.8038 0.7887 4.8028
C21 5.1194 1.6914 3.7953
C22 4.4130 1.6802 2.5945
C23 3.3732 0.7746 2.3608
C24 3.0726 -0.1196 3.3972
C25 3.7744 -0.1237 4.5973
Ge1 2.2137 0.7414 0.6902
C26 3.0738 -0.8809 -0.2017
C27 4.1149 -1.6512 0.3286
C28 4.6114 -2.7678 -0.3424
C29 4.0819 -3.1398 -1.5730
C30 3.0502 -2.3878 -2.1247
C31 2.5567 -1.2835 -1.4401
C32 3.2358 2.1558 -0.3516
C33 4.3357 1.8927 -1.1764
C34 4.9661 2.9042 -1.8958
C35 4.5117 4.2144 -1.8079
C36 3.4225 4.5037 -0.9951
C37 2.7975 3.4832 -0.2849
H15 5.3509 0.7972 5.7392
H16 5.9229 2.4054 3.9432
H17 4.6803 2.3905 1.8188
H18 2.2642 -0.8363 3.2571
H19 3.5185 -0.8348 5.3761
H20 4.5453 -1.3770 1.2862
H21 5.4200 -3.3456 0.0954
H22 4.4639 -4.0114 -2.0937
H23 2.6160 -2.6745 -3.0773
H24 1.7375 -0.7167 -1.8805
H25 4.7040 0.8757 -1.2593
H26 5.8150 2.6683 -2.5293
H27 4.9971 5.0020 -2.3740
H28 3.0565 5.5221 -0.9241
H29 1.9420 3.7233 0.3432
Cl1 -3.4660 2.3197 2.0488
C38 -3.6920 3.8167 1.1514
C39 -3.0820 3.9269 -0.0858
C40 -3.3461 5.1265 -0.7173
Cl2 -2.5796 5.4063 -2.2814
C41 -4.1655 6.1371 -0.2173
Cl3 -4.5014 7.5838 -1.1235
C42 -4.7345 5.9730 1.0431
Cl4 -5.7373 7.2099 1.7251
C43 -4.4815 4.7981 1.7467
Cl5 -5.1573 4.5931 3.3364
O2 0.1300 1.3415 -3.4167
S1 -0.8205 0.5605 -4.1835
O3 -1.8289 1.3314 -4.8639
N1 -1.4694 -0.6029 -3.2528
C44 -1.0485 -1.8161 -3.6233
S2 -1.5281 -3.2590 -2.9447
C45 -0.1209 -1.7919 -4.8090
C46 0.4959 -2.8583 -5.4424
C47 1.2510 -2.6024 -6.5796
C48 1.3793 -1.3091 -7.0840
C49 0.7741 -0.2382 -6.4398
C50 0.0462 -0.5136 -5.2990
H30 0.3717 -3.8550 -5.0395
H31 1.7472 -3.4205 -7.0889
H32 1.9571 -1.1377 -7.9842
H33 0.8728 0.7753 -6.8087

Forces on the atoms, in the same order (eV/Å):
Cs -0.5 0.5 2.1
O 0.3 0.7 0.0
C -0.4 -1.0 -0.1
C -0.2 0.2 0.0
C 0.1 0.1 0.0
C 0.0 0.0 0.0
C -0.1 -0.1 0.0
C 0.1 0.0 0.1
C 0.0 0.1 -0.1
P 0.1 -0.6 0.3
C 0.0 0.1 -0.1
C 0.1 0.0 0.1
C 0.0 0.0 0.0
C 0.0 0.0 0.0
C 0.0 0.0 0.0
C 0.0 0.0 0.0
C 0.0 0.1 0.0
C 0.0 -0.1 0.0
C -0.1 0.0 0.0
C 0.0 0.0 0.0
C 0.0 0.0 0.0
C -0.1 0.0 0.0
H 0.0 0.0 0.0
H 0.0 0.0 0.0
H 0.0 0.0 0.0
H 0.0 0.0 0.0
H 0.0 0.0 0.0
H 0.0 0.0 0.0
H 0.0 0.0 0.0
H 0.0 0.0 0.0
H 0.0 0.0 0.0
H 0.0 0.0 0.0
H 0.0 0.0 0.0
H 0.0 0.0 0.0
H 0.0 0.0 0.0
H 0.0 0.0 0.0
C 0.0 0.0 0.0
C -0.1 0.0 0.0
C 0.0 -0.1 0.1
C -0.1 0.0 0.0
C 0.0 0.0 0.0
C 0.0 0.0 0.0
Ge 0.3 0.0 -0.1
C 0.0 0.1 0.0
C -0.1 0.0 -0.1
C 0.0 0.0 0.0
C 0.0 0.0 0.0
C 0.0 0.0 0.0
C 0.0 0.0 0.0
C 0.0 0.0 -0.1
C -0.1 0.1 0.0
C 0.0 0.0 0.1
C 0.0 0.0 0.0
C 0.0 -0.1 0.0
C 0.1 0.0 0.0
H 0.0 0.0 0.0
H 0.0 0.0 0.0
H 0.0 0.0 0.0
H 0.0 0.0 0.0
H 0.0 0.0 0.0
H 0.0 0.0 0.0
H 0.0 0.0 0.0
H 0.0 0.0 0.0
H 0.0 0.0 0.0
H 0.0 0.0 0.0
H 0.0 0.0 0.0
H 0.0 0.0 0.0
H 0.0 0.0 0.0
H 0.0 0.0 0.0
H 0.0 0.0 0.0
Cl 0.0 -0.1 0.2
C 0.0 0.2 -0.2
C -0.5 0.6 0.4
C -0.1 -0.1 0.2
Cl 0.1 0.0 -0.3
C 0.0 0.0 -0.1
Cl 0.0 0.0 0.0
C 0.1 0.0 0.0
Cl 0.0 0.0 0.0
C 0.0 -0.1 0.1
Cl 0.0 0.0 0.0
O 0.9 -0.4 -1.6
S 0.0 -0.4 -0.6
O 0.0 0.0 0.0
N 0.3 0.0 -0.3
C -0.3 -0.1 0.1
S 0.1 0.1 0.0
C 0.0 0.0 -0.1
C 0.0 0.0 0.0
C 0.0 0.0 0.0
C 0.0 0.0 0.0
C 0.1 0.1 0.0
C 0.0 0.0 0.1
H 0.0 0.0 0.0
H 0.0 0.0 0.0
H 0.0 0.0 0.0
H 0.0 0.0 0.0

Computed properties:
- charge = -2
- energy above the lowest of the compared OMol25 structures with the same formula, charge and spin (kJ/mol) = 0.0
- orbital gap (spin up / spin down) (Eh) = 0.2075 / 0.2081
- ⟨S²⟩ = 0.79
- spin multiplicity = 2
- HOMO energy (spin up / spin down) (eV) = -1.9 / -2.0
- molar mass (u) = 1173.706

natural (NBO) atomic charge list, values in e, 5 entries: Cs 0.891; O -0.384; C 0.760; C -0.267; C -0.202

- Look up the molar mass of the second one.
  1173.706 u

- molar mass of number 1 (C50H31N8OSiTl)?
  992.322 u

- What is the energy above the lowest of the compared OMol25 structures with the same formula, charge and spin in the second record?
  0.0 kJ/mol